C56H45AsF3NO4P2Ru as an isolated structure in a non-equilibrium geometry, computed with ωB97M-V/def2-TZVPD.

Output
frontier orbital gap (spin up / spin down) = 4.8544 / 5.2799 eV
expectation value of S² = 0.836
energy above the lowest of the compared OMol25 structures with the same formula, charge and spin = 6.4 kcal/mol
HOMO energy (spin up / spin down) = -10.41 / -10.41 eV
lowest unoccupied orbital energy (spin up / spin down) = -0.204 / -0.189 Eh

ORCA input file:
```
! RIJCOSX wB97M-V def2-TZVPD def2/J DEFGRID3
* xyz 1 2
Ru 0.2563 0.2419 1.5904
As 0.4354 -2.4401 -3.9997
P -0.1250 0.9096 -0.7758
P -1.5330 -1.3235 2.2928
F -1.4041 4.7658 3.4667
F -0.2706 5.6428 1.8452
F -2.0454 4.4946 1.4325
O 0.3447 0.8831 3.7615
O 1.0130 3.2221 2.5892
O 1.5772 0.5496 5.5980
O -0.6620 2.3993 1.3711
N 2.4730 0.2140 2.2563
C 1.5148 -2.6536 5.4563
C -2.7520 0.0758 -0.7669
C 2.3616 4.0975 -0.6169
C -0.3278 -1.4402 -6.5866
C 0.8826 -2.2659 3.1780
C -1.0803 -0.7540 -7.5216
C 3.3039 -2.2895 -3.7859
C 5.6660 0.2792 -0.3943
C -1.9205 1.1891 -0.9023
C 1.8253 -2.6734 4.1049
C -0.3790 -1.8370 3.6091
C -2.3159 -2.9162 1.8907
C -3.8572 2.5890 -1.1235
C -3.6700 -5.2890 1.4165
C 3.9184 0.8432 4.0558
C -4.2836 -4.0750 1.1486
C -0.9608 4.5622 2.2249
C 4.5815 -1.7849 -3.9636
C -2.4816 2.4535 -1.0567
C -0.6883 -1.4375 -5.2397
C 2.4004 -0.4855 -5.0802
C 5.0111 0.8172 3.2317
C 3.6780 0.0166 -5.2636
C 2.2002 -1.6419 -4.3354
C -3.8326 -1.0283 3.8854
C 5.8882 0.5817 0.9208
C 4.8375 0.5317 1.8590
C -3.0040 0.9678 2.8257
C -4.0176 1.7021 3.4162
C 0.0132 -1.5195 -2.2693
C 1.0672 4.3599 -2.6230
C 0.2764 -2.2028 5.8829
C 2.0355 4.8284 -1.7493
C 1.7037 2.9108 -0.3529
C 0.2367 -0.0262 -2.3544
C -4.9329 1.0812 4.2495
C -2.6055 -0.0879 -5.7939
C -0.6711 -1.7836 4.9648
C 0.7022 2.4606 -1.2057
C -4.8369 -0.2844 4.4806
C -0.0859 3.2605 2.0818
C 0.3964 3.1801 -2.3584
C 4.7704 -0.6320 -4.7106
C -1.6894 -4.1342 2.1320
C -2.3724 -5.3133 1.8994
C 4.3952 -0.1344 -0.8226
C -4.6775 1.4761 -1.0426
C -2.8928 -0.3973 3.0679
C -1.8589 -0.7872 -4.8606
C 1.3980 0.6879 4.4060
C -4.1240 0.2194 -0.8564
C 3.5337 0.1809 1.4086
C -3.6077 -2.8917 1.3714
C -2.2175 -0.0670 -7.1245
C 3.3545 -0.1941 0.0631
C 2.6576 0.5793 3.5022
H -5.5537 -0.7647 5.1330
H 0.6397 -1.9636 -1.4862
H -4.7685 -0.6435 -0.7816
H -1.6264 -1.4038 5.2949
H -1.0262 -1.7625 -2.0372
H 2.7997 -3.0071 3.7789
H 1.2855 0.1837 -2.5935
H 5.7671 -0.2483 -4.8727
H -0.3702 2.8359 -3.0388
H -4.0810 -1.9379 1.1847
H -3.4976 0.4369 -5.4820
H 6.8707 0.8744 1.2605
H 0.0510 -2.1736 6.9369
H -5.7488 1.5852 -1.1120
H 4.2471 -0.4125 -1.8562
H 2.2429 -2.9894 6.1776
H 0.8184 4.9278 -3.5075
H 3.8248 0.9144 -5.8462
H 1.1059 -2.3020 2.1010
H 1.5573 0.0306 -5.5221
H -0.6857 -4.1638 2.5287
H 2.5326 5.7654 -1.9511
H 1.9393 2.3331 0.5370
H 0.5572 -1.9861 -6.8976
H -5.7156 1.6594 4.7207
H -2.3156 -0.9029 -0.5887
H 6.4644 0.3541 -1.1147
H 3.1571 -3.2009 -3.2150
H -2.2007 -0.8216 -3.8326
H 3.9785 1.0448 5.1141
H 3.1131 4.4556 0.0683
H 6.0049 1.0046 3.6163
H -4.0910 2.7601 3.2205
H 2.3617 -0.5157 -0.2516
H -0.3842 0.4143 -3.1404
H -0.7878 -0.7593 -8.5611
H -4.2950 3.5668 -1.2437
H -5.2932 -4.0487 0.7706
H -2.8098 0.4677 -7.8525
H -3.7788 -2.0973 4.0496
H -1.8532 3.3290 -1.1067
H 5.4318 -2.2940 -3.5314
H -2.3003 1.4628 2.1716
H -4.2040 -6.2118 1.2523
H -1.8912 -6.2564 2.1024
*
```

***

C56H45N2OP3PdS2 as an isolated structure in a non-equilibrium geometry, computed with ωB97M-V/def2-TZVPD.

Output
frontier orbital gap = 6.1151 eV
energy above the lowest of the compared OMol25 structures with the same formula, charge and spin = 59.7 kcal/mol
HOMO energy = -7.34 eV
lowest unoccupied orbital energy = -0.045 Eh

ORCA input file:
```
! RIJCOSX wB97M-V def2-TZVPD def2/J DEFGRID3
* xyz 0 1
Pd 0.7698 -0.8779 0.7055
S 1.7530 -2.3258 2.2125
S 2.1457 -1.8252 -0.8705
P -1.1316 0.4021 -0.1357
P -1.5879 -3.2882 0.6200
P 2.7061 1.4884 0.0091
O 0.2227 2.8568 -0.2031
N 5.1439 -3.7068 2.9416
N 5.6435 -3.0176 -1.1628
C -1.5586 4.4707 -0.2266
C -3.3160 2.2661 -0.3371
C -4.2183 -2.7763 1.6070
C -3.3593 -2.7035 0.3972
C 5.5354 1.5505 0.5616
C -5.6232 -2.5336 -0.8148
C 0.8335 5.1738 0.0336
C -1.4837 -4.8304 -0.3797
C 2.3013 1.5762 -4.0239
C 4.6823 -2.8035 -0.5692
C -2.1782 -0.3860 2.4567
C 2.4784 3.3441 0.1375
C -2.9428 4.6441 -0.2763
C 4.3271 0.8253 -2.2823
C -1.0052 6.6390 0.8979
C -0.1112 0.8620 2.3857
C -1.9505 2.0471 -0.2788
C 1.1790 3.8342 -0.0025
C -1.2069 -7.2013 -1.8331
C -2.1643 -0.8352 -1.0014
C 6.6279 1.2700 1.3688
C 5.1590 0.3663 3.0398
C 4.2367 1.2311 0.9729
C -0.0053 0.7487 3.7798
C -5.5301 -2.5258 1.6057
C -4.1466 -2.6319 -0.9837
C -0.9612 0.0626 4.4894
C -1.1855 0.2646 1.7008
C 3.4956 1.0789 -4.5311
C -2.2803 -7.0424 -0.9597
C 3.2791 -2.7227 1.4202
C -0.2763 -6.1841 -1.9768
C -3.8112 -3.4689 -2.2115
C -2.4093 -5.8683 -0.2366
C 3.4417 -2.5089 0.1212
C -1.8004 -2.1820 -3.1549
C -3.8118 3.5671 -0.3384
C 3.1478 1.3500 -1.7640
C 2.1280 1.7034 -2.6531
C 1.8773 6.0751 0.2395
C -0.6588 6.3613 -1.5711
C -0.5958 5.6544 -0.2056
C 3.4791 4.2838 0.3411
C -1.6120 -4.1087 2.2714
C 3.1825 5.6419 0.3962
C -3.4320 -1.4146 -0.4603
C -0.4159 -4.9994 -1.2559
C 4.0661 0.6504 2.2287
C -2.7165 -3.1445 -3.1642
C 4.5005 0.6962 -3.6563
C -2.0663 -0.4869 3.8218
C -1.1069 3.1628 -0.2428
C -1.5150 -1.1831 -2.1236
C 6.4421 0.6638 2.6057
C -6.2515 -2.3732 0.3498
C 4.3313 -3.2812 2.2486
H 7.6254 1.5169 1.0272
H 5.7045 2.0260 -0.3963
H -1.0971 -8.1229 -2.3913
H -3.0115 -7.8334 -0.8458
H 5.1035 0.4593 -1.6244
H 0.8308 1.2120 4.2876
H -0.6871 -4.6846 2.3164
H 3.6345 0.9763 -5.5999
H -6.2069 -2.5904 -1.7278
H -3.0502 -0.7912 1.9682
H 1.1850 2.0733 -2.2672
H 5.0052 -0.1176 3.9957
H -3.7557 -3.0701 2.5385
H 0.6019 1.4738 1.8470
H -0.5712 -0.6730 -2.2996
H -0.9348 6.1713 1.8807
H -1.5822 -3.3748 3.0790
H 1.6665 7.1378 0.2715
H -2.8429 -0.9933 4.3823
H 5.4245 0.2800 -4.0377
H 0.5634 -6.3049 -2.6497
H -3.2481 -5.7530 0.4433
H -0.3912 5.6742 -2.3753
H 3.0688 0.3870 2.5688
H 0.3160 -4.2044 -1.3696
H 7.2971 0.4104 3.2203
H -6.0874 -2.5671 2.5337
H -4.1167 -0.6731 -0.0614
H -4.0033 1.4307 -0.3841
H 4.5021 3.9576 0.4677
H 3.9740 6.3631 0.5536
H -3.3536 5.6474 -0.2744
H -1.1027 -2.1687 -3.9853
H -2.6873 -3.8241 -4.0116
H -0.3632 7.5200 0.8894
H -7.3275 -2.2526 0.3674
H -1.6666 6.7382 -1.7627
H 0.0350 7.2039 -1.5960
H 1.4989 1.8568 -4.6952
H -0.8739 -0.0344 5.5640
H -3.6818 -4.5096 -1.9009
H -4.8796 3.7371 -0.3810
H -4.7211 -3.4853 -2.8192
H -2.0295 6.9857 0.7552
H -2.4542 -4.7852 2.4188
*
```

***

C56H46BrF2LaN4O4P2S3 as an isolated structure in a non-equilibrium geometry, computed with ωB97M-V/def2-TZVPD.

Output
frontier orbital gap = 4.8299 eV
energy above the lowest of the compared OMol25 structures with the same formula, charge and spin = 112.3 kcal/mol
HOMO energy = -1.82 eV
lowest unoccupied orbital energy = 0.111 Eh

ORCA input file:
```
! RIJCOSX wB97M-V def2-TZVPD def2/J DEFGRID3
* xyz -2 1
La 1.0610 2.0486 1.1237
Br -3.9508 0.5713 -1.1752
S -2.4962 -1.7524 0.8837
S -1.0821 -1.7737 3.1999
S -3.4745 -3.7423 2.9705
P -0.6893 -4.6384 -0.2558
P 1.0089 -2.3298 0.0259
F 3.2558 -1.5065 5.7675
F 5.2649 2.5481 5.0673
O -3.3770 1.8766 3.2687
O -0.7127 0.2662 1.4744
O -1.2332 3.0442 2.2499
O 2.6471 1.4222 -0.3349
N 0.4121 -3.5810 -0.9765
N -0.3092 3.7812 -0.3794
N -1.6104 3.8660 0.2013
N 2.4598 3.7275 2.3666
C 2.4306 0.6979 -2.7213
C -4.2067 -5.7153 -1.6714
C -1.2042 3.7485 -2.6890
C -4.7865 -4.4817 -2.1523
C -4.1128 2.6633 2.4427
C -0.0150 0.7590 -2.3738
C -2.4610 -2.5991 2.4116
C 5.2134 -3.5394 1.3123
C 2.6440 5.1440 2.0551
C 1.6132 -8.5758 -0.4614
C -5.3486 6.8182 -2.9000
C -6.2587 3.2301 1.6370
C 0.1952 -0.2256 -1.3403
C 2.3580 -0.1369 3.9735
C 1.3504 -7.9172 0.6946
C 1.2493 -1.0009 -1.1576
C 4.1549 0.5327 5.4393
C -5.4741 2.4219 2.4591
C 0.2783 -7.0054 -1.7536
C 0.9724 -3.8721 -2.2821
C 1.0891 1.1595 -3.0037
C -5.6652 5.5133 -2.5282
C 4.6364 0.7009 -1.4926
C 0.6175 -6.7666 0.6606
C 3.2022 -0.3880 5.0531
C -0.2671 3.8065 -1.7708
C -4.0842 6.9953 -3.4887
C -5.7690 4.3817 1.0670
C 4.7224 -2.2958 1.6990
C -3.9909 -3.3490 -2.2091
C 3.8401 5.3069 1.1220
C 3.4851 1.9228 3.6190
C 1.0155 -8.1756 -1.6603
C -2.0587 3.5431 1.4267
C -2.3967 3.5737 -3.3101
C -2.1122 -4.5769 -1.3813
C 0.0899 -6.2840 -0.5935
C -1.3285 -0.7675 1.7490
C -3.1080 5.9811 -3.5546
C 4.2751 1.6643 4.6620
C 2.5275 -0.6314 -1.7226
C 4.9050 3.5926 2.4562
C 4.4504 -4.4354 0.6477
C 3.6299 3.1576 2.7819
C 4.9148 4.5263 1.3625
C -4.3194 4.5599 1.0979
C 2.7418 -2.8204 0.4016
C 3.1780 0.7210 -1.3557
C -2.8884 -5.7123 -1.2296
C 3.1900 -4.0986 0.2158
C -3.3868 4.6811 -3.1648
C -2.6070 -3.4017 -1.9385
C 3.5388 -1.9053 1.1099
C -3.5097 3.6442 1.6962
C 2.4330 1.0082 3.2213
C -4.7276 4.4470 -2.6514
H -2.1607 6.2912 -3.9500
H -2.7477 2.6019 -3.6015
H 0.7804 4.0524 -2.1052
H 1.6210 -0.9179 3.7378
H 0.3739 -6.1575 1.5232
H -4.8399 -6.6112 -1.5845
H -2.5525 -6.5983 -0.8454
H 4.9774 0.4078 -2.4620
H 5.0594 1.6015 -1.2051
H 2.8938 5.6139 3.0212
H -2.4522 2.2271 3.1887
H -5.0256 3.4611 -2.3173
H 0.9023 1.8826 -3.7102
H 1.3503 -2.9615 -2.7172
H -3.7066 8.0573 -3.7982
H 1.7517 5.5500 1.6526
H -7.2227 2.8402 1.3397
H 5.7656 3.0407 2.7493
H -5.7949 1.4264 2.7850
H 0.2492 -4.3185 -2.9846
H -0.9760 1.2803 -2.4206
H -0.7452 -0.4786 -0.8909
H 3.0353 -0.9243 1.4675
H 1.2555 -8.8116 -2.4369
H -6.0734 7.5797 -2.7124
H -3.9399 5.3672 0.5271
H 5.1168 -0.1232 -0.8779
H 2.4853 -4.8177 -0.2206
H -5.8376 -4.4036 -2.3066
H -6.3701 5.1620 0.5185
H -2.1526 -2.4683 -1.8151
H 1.7477 -4.6890 -2.2951
H 2.1444 -9.4842 -0.4356
H 4.8368 -5.4247 0.2085
H -0.0998 -6.7241 -2.7762
H 4.7897 0.2841 6.2351
H 3.1987 -1.3733 -2.0768
H 3.0705 0.5924 -3.5880
H -6.5908 5.3456 -1.9664
H 3.6858 5.8820 0.2051
H 5.7547 4.3327 0.6768
H 5.3163 -1.6378 2.2898
H 6.1798 -3.7926 1.7197
H -2.2930 4.4301 -0.3855
H -4.5333 -2.3677 -2.4198
H 1.7429 -8.2769 1.6660
*
```

***

C56H50Cl2EuN3O3S2 as an isolated structure in a non-equilibrium geometry, computed with ωB97M-V/def2-TZVPD.

Output
frontier orbital gap (spin up / spin down) = 5.8660 / 5.9013 eV
expectation value of S² = 15.760
energy above the lowest of the compared OMol25 structures with the same formula, charge and spin = 0.0 kcal/mol
HOMO energy (spin up / spin down) = -8.06 / -8.09 eV
lowest unoccupied orbital energy (spin up / spin down) = -0.081 / -0.081 Eh

ORCA input file:
```
! RIJCOSX wB97M-V def2-TZVPD def2/J DEFGRID3
* xyz 1 8
Eu -0.3830 0.6943 -1.5961
Cl -4.3582 6.9490 -2.4994
Cl 0.4344 5.2109 -4.4542
S 1.6964 -0.5973 1.3398
S -2.3273 -0.7159 1.4970
O 1.9417 0.0783 0.0084
O -1.3800 -0.5723 0.3342
O -0.1373 2.7866 -2.8065
N 3.7377 0.4045 -4.9961
N -2.1338 2.5603 -0.9864
N 1.8425 0.7262 -3.3193
C -0.9864 4.8799 -3.5021
C 2.9499 1.5690 -2.9152
C -1.1924 -1.0909 -3.4156
C -0.4274 -0.9762 3.4464
C -3.0791 5.7469 -2.6019
C 1.4017 1.2098 -4.6566
C -2.5071 2.2410 5.3690
C -3.1106 4.6506 -1.7123
C -1.8004 1.2168 4.7847
C -0.7470 -1.5780 -4.6801
C -1.7540 -2.9773 3.0920
C 0.8286 -3.7254 5.6265
C -3.5331 -1.8724 1.0395
C -1.0567 -3.6255 4.0683
C 1.4064 -1.0163 5.1122
C -1.0063 3.7431 -2.7117
C 0.0338 -3.0145 4.6911
C -0.9939 -0.8537 -5.9054
C -0.0981 0.4656 3.1420
C 3.8538 0.4739 2.6559
C -2.0080 5.8433 -3.4701
C 0.9102 0.7516 2.2707
C -3.0939 2.4440 -0.1189
C -0.8250 1.5031 3.7995
C 3.3701 -0.9262 -4.3824
C -4.4282 -3.5034 -0.4631
C 4.8156 -1.9711 3.5732
C 0.3559 -1.6554 4.4111
C 1.8718 -3.1176 6.2222
C -4.1677 4.4497 -0.7702
C 2.2468 -0.6875 -3.3361
C 0.0738 -2.7077 -4.8511
C -5.7099 -2.7972 1.4347
C -4.1025 3.3818 0.0302
C 3.6965 -1.9217 2.7484
C 0.5151 3.1219 2.5546
C -0.3687 -1.1940 -7.1098
C 0.4628 -2.2997 -7.2282
C 1.1572 2.0946 1.9013
C -1.0637 3.8826 4.2870
C 2.1777 -1.7403 5.9739
C 2.4884 0.8611 -5.6949
C -0.4431 2.8601 3.5572
C 4.9432 0.4242 3.5119
C 0.6634 -3.0442 -6.0417
C 4.1299 1.3960 -3.9245
C -5.5899 -3.6226 0.3185
C -2.1251 3.6389 -1.8048
C 3.2261 -0.7028 2.2734
C -3.4239 -2.6180 -0.1495
C -6.7050 -4.5273 -0.0952
C 5.4252 -0.7850 3.9970
C -1.4289 -1.6354 2.7789
C -4.6932 -1.9187 1.7936
C -2.1048 3.5638 5.1348
C 6.6059 -0.7179 4.9723
H -0.5421 -0.5336 -7.9678
H 4.2987 -1.3080 -3.9231
H -6.6756 -4.7208 -1.1537
H 2.5840 -0.9520 -2.3351
H 3.0172 -1.5456 -5.2134
H -3.3387 2.0288 6.0439
H -2.6670 4.3740 5.6442
H 5.0046 0.9734 -3.4220
H 1.5893 0.0328 4.9307
H -4.8247 3.2690 0.8186
H 6.2656 -1.0350 5.9736
H 2.5060 -3.6417 6.9086
H 0.7658 4.1634 2.3726
H 1.3139 -3.9102 -6.0391
H -2.1564 -0.5667 -3.3986
H -2.5362 -3.5238 2.6266
H -4.8216 -1.2824 2.6583
H -1.9641 6.6989 -4.1528
H 7.4251 -1.3712 4.6959
H 6.9930 0.2938 5.0169
H -4.9473 5.2146 -0.7519
H 3.4641 1.4415 2.3633
H 2.7471 1.7172 -6.3089
H -0.8621 4.8916 4.0410
H -6.6298 -2.7970 1.9954
H 1.2120 2.2873 -4.5786
H 3.2969 1.2518 -1.9065
H 4.4847 0.3066 -5.6582
H -2.5460 -2.5269 -0.7638
H 5.3946 1.3727 3.8006
H -2.0583 0.1365 4.9607
H -4.3028 -4.0889 -1.3521
H -1.2720 -1.8409 -2.6159
H -6.6201 -5.4883 0.4135
H -7.6931 -4.0964 0.1557
H 1.9012 2.2497 1.1521
H 0.6706 -4.8057 5.8453
H 5.1521 -2.9100 3.9956
H 3.2042 -2.8530 2.4936
H 3.0306 -1.2889 6.4966
H -1.6823 -0.0031 -5.9229
H 4.4469 2.2582 -4.4706
H 0.4912 0.6760 -4.9469
H 2.6548 2.6011 -2.8610
H -3.1108 1.5535 0.5408
H 0.9198 -2.5783 -8.1596
H -1.3314 -4.6623 4.3032
H 2.1550 0.0632 -6.3460
H 1.3682 -1.2679 -3.5706
H 0.2561 -3.3709 -3.9804
*
```